DFT (ωB97M-V/def2-TZVPD) results for C36H50AsCl2NO16P2STi as an isolated structure in a non-equilibrium geometry.

Last column: Mulliken charge in e.
CARTESIAN COORDINATES (ANGSTROEM)
Ti1 -0.50 0.62 -1.37  -0.684
O1 -2.77 0.80 -4.15  -0.671
As1 -2.69 2.26 -3.21  1.184
O2 -4.12 3.02 -3.14  -0.789
O3 -1.88 1.89 -1.76  0.026
C1 -1.42 3.43 -4.11  -0.706
C2 -2.02 4.52 -4.74  -0.788
C3 -1.25 5.48 -5.39  -0.588
C4 0.12 5.37 -5.41  -0.606
C5 0.74 4.29 -4.78  -0.520
C6 -0.03 3.34 -4.13  0.389
S1 0.87 2.02 -3.32  1.468
O4 2.17 2.00 -3.92  -0.718
O5 0.03 0.82 -3.49  -0.577
O6 0.81 2.32 -1.88  -0.064
H1 -2.30 0.08 -3.69  0.437
H2 -3.10 4.60 -4.69  0.520
H3 -1.74 6.32 -5.87  0.369
H4 0.73 6.11 -5.91  0.384
H5 1.82 4.18 -4.79  0.455
C7 2.44 -3.91 1.07  -0.929
C8 3.31 -2.76 0.58  0.340
C9 4.31 -2.33 1.64  -1.470
O7 2.48 -1.66 0.27  0.650
P1 2.39 -1.25 -1.33  -1.081
O8 1.06 -0.33 -1.24  0.712
C10 3.61 0.75 -0.78  -1.281
P2 3.08 1.74 0.50  0.035
O9 1.71 1.62 1.06  -0.033
O10 3.22 3.34 0.20  -0.257
C11 4.42 3.86 -0.37  0.658
C12 4.13 4.36 -1.78  -1.254
C13 4.91 4.98 0.53  -1.411
O11 4.17 1.50 1.69  -0.324
C14 3.83 1.99 2.99  0.896
C15 5.14 2.35 3.69  -1.648
C16 3.04 0.95 3.76  -1.149
O12 1.51 -2.74 -1.68  0.640
C17 1.71 -3.28 -2.96  0.410
C18 0.66 -2.79 -3.94  -1.095
C19 1.69 -4.80 -2.84  -1.644
H6 3.05 -4.79 1.30  0.452
H7 1.71 -4.17 0.30  -0.338
H8 1.90 -3.61 1.97  0.323
H9 3.85 -3.09 -0.31  0.269
H10 3.78 -2.07 2.56  0.215
H11 4.86 -1.44 1.31  0.294
H12 5.02 -3.13 1.86  0.399
H13 3.56 1.22 -1.76  0.442
H14 4.60 0.33 -0.59  0.723
H15 5.18 3.07 -0.42  0.278
H16 3.48 5.24 -1.74  0.312
H17 3.63 3.58 -2.36  0.198
H18 5.05 4.63 -2.30  0.401
H19 4.13 5.74 0.63  0.312
H20 5.80 5.45 0.12  0.400
H21 5.14 4.60 1.52  0.104
H22 3.22 2.90 2.88  0.297
H23 5.77 1.46 3.76  0.329
H24 4.95 2.73 4.69  0.379
H25 5.68 3.10 3.12  0.332
H26 3.67 0.10 4.01  0.327
H27 2.19 0.61 3.16  0.030
H28 2.65 1.38 4.69  0.374
H29 2.70 -2.99 -3.34  0.445
H30 -0.34 -3.09 -3.60  0.142
H31 0.83 -3.20 -4.94  0.513
H32 0.66 -1.71 -4.00  -0.009
H33 1.84 -5.28 -3.81  0.431
H34 2.47 -5.14 -2.15  0.356
H35 0.72 -5.12 -2.44  0.239
C20 -5.84 -1.47 5.38  -1.539
C21 -6.26 -1.67 3.95  0.806
C22 -7.61 -1.84 3.65  -0.854
C23 -8.03 -1.98 2.34  -0.700
C24 -7.09 -2.02 1.32  -0.879
C25 -5.73 -1.89 1.60  -0.133
N1 -4.83 -1.94 0.52  0.022
C26 -3.66 -2.69 0.48  0.130
C27 -3.53 -3.83 1.29  -0.850
C28 -2.37 -4.57 1.27  -0.975
C29 -1.31 -4.21 0.44  -0.782
C30 -1.43 -3.10 -0.37  0.164
C31 -2.60 -2.34 -0.38  0.042
C32 -2.71 -1.17 -1.29  1.038
O13 -3.75 -0.56 -1.48  -0.841
O14 -1.59 -0.87 -1.93  -0.081
C33 -5.30 -1.66 2.93  1.337
C34 -3.87 -1.34 3.24  -0.698
H36 -6.68 -1.63 6.05  0.372
H37 -5.46 -0.46 5.54  0.328
H38 -5.03 -2.15 5.66  0.299
H39 -8.33 -1.83 4.46  0.309
H40 -9.08 -2.09 2.10  0.355
H41 -7.38 -2.18 0.29  0.480
H42 -4.92 -1.26 -0.22  0.310
H43 -4.35 -4.11 1.93  0.484
H44 -2.29 -5.44 1.91  0.359
H45 -0.38 -4.77 0.44  0.325
H46 -0.61 -2.82 -1.01  0.218
H47 -3.33 -0.97 2.37  -0.407
H48 -3.30 -2.21 3.60  0.259
H49 -3.81 -0.57 4.01  0.496
Cl1 -1.86 2.05 3.63  -0.282
C35 -0.67 1.86 2.29  1.249
Cl2 -0.89 3.15 1.12  -0.151
C36 -0.78 0.43 1.73  0.190
O15 -0.71 -0.48 2.52  -0.605
O16 -0.96 0.30 0.45  0.352
H50 0.32 1.96 2.70  -0.407

The orbital gap comes out at 5.7 eV. The molecular weight is 1040.50 g mol⁻¹. As for the maximum force: 2.11 eV Å⁻¹. For the HOMO energy, the calculation gives -1.61 eV. Its energy relative to the best compared isomer or geometry (same formula, charge and spin) is 5.9 kcal per mole. As for the total charge: -2.